Below is a single C3H7N3S molecule, with properties calculated with ωB97M-V with the def2-TZVPD basis set.

Geometry as ORCA input:
```
! RIJCOSX wB97M-V def2-TZVPD def2/J DEFGRID3
* xyz 0 1
C -1.86 -0.29 -0.57
C 0.12 1.11 -0.24
C 2.35 0.65 0.36
H -1.75 -1.16 -1.22
H -2.60 -0.52 0.21
H -2.18 0.59 -1.13
H 0.64 -1.52 0.39
H -0.79 -1.53 1.26
H -0.42 1.83 -0.84
H 3.04 1.03 1.12
N -0.57 0.01 0.05
N -0.04 -0.95 0.91
N 1.30 1.45 0.18
S 2.75 -0.72 -0.49
*
```

## Properties
Structure (SMILES) = CN(N)/C=N\C=S
Energy relative to the best compared isomer or geometry (same formula, charge and spin) = 2.116 eV
Electronic energy = -680.90449 Ha
HOMO-LUMO gap = 8.63 eV
E_LUMO = 0.5 eV